The following is a quantum chemistry calculation of a molecular structure, C14H21Ca2O11 at a distorted geometry, from the Open Molecules 2025 dataset.

Each line ends with the Löwdin spin population.
Geometry (Å):
Ca 7.4955 10.6492 19.2729  0.428
Ca 5.4044 11.3276 22.3569  0.398
C 3.3037 11.8013 18.0119  0.006
C 4.5793 11.2821 18.7324  0.010
O 5.4668 10.6426 18.2179  0.035
O 4.5859 11.5367 19.9149  0.090
H 2.6489 12.5409 18.4727  0.000
H 2.7316 10.9167 17.7320  0.000
H 3.5015 12.2358 17.0320  0.000
C -0.1127 12.2185 18.1142  0.000
C -1.4020 11.6748 17.6602  0.000
C -2.2391 11.1686 18.7774  0.000
O -3.4452 11.8217 18.5199  0.000
C -3.4039 12.4854 17.4188  0.000
O -4.3175 13.2597 17.0746  0.000
O -2.1048 12.7267 17.0618  0.000
H 0.2556 11.4572 18.8019  0.000
H -0.3059 13.1182 18.6984  0.000
H 0.5713 12.5522 17.3339  0.000
H -1.1739 10.8985 16.9299  0.000
H -1.8261 11.4480 19.7467  0.000
H -2.4494 10.1186 18.5737  0.000
C 6.4456 15.0883 16.4906  0.000
C 5.9058 14.5206 15.2158  0.000
C 5.4974 12.9826 15.1586  0.000
O 4.1429 13.1680 14.8880  0.000
C 3.6121 14.4137 14.8511  0.000
O 2.4299 14.8057 14.6712  0.000
O 4.5888 15.2912 14.9758  0.000
H 6.5930 16.1634 16.3878  0.000
H 7.3391 14.6027 16.8831  0.000
H 5.8569 14.8268 17.3698  0.000
H 6.5037 14.6987 14.3220  0.000
H 5.6534 12.4529 16.0983  0.000
H 6.0756 12.4340 14.4151  0.000
C 5.9747 17.8124 19.7720  0.000
C 5.3983 17.1397 21.0738  0.000
C 3.9308 17.0004 21.1203  0.000
O 3.6914 15.5475 20.9551  0.001
C 4.8752 15.0103 21.3814  0.001
O 4.9905 13.8098 21.7009  0.027
O 5.8640 15.8449 21.3118  0.001
H 5.1427 17.7400 19.0714  0.000
H 6.8379 17.2668 19.3908  0.000
H 6.4033 18.7999 19.9426  0.000
H 5.6485 17.9185 21.7942  0.000
H 3.2700 17.5652 20.4627  0.000
H 3.5744 17.2490 22.1200  0.000

## Properties
<S²>: 0.7505
maximum force: 0.1578 hartree/bohr
spin multiplicity: 2
total charge: +2
LUMO (spin up / spin down): -7.90 / -8.64 eV

The following is a quantum chemistry calculation of 5 unconnected molecules or ions with the total composition C14H21Cl8NO2 at a distorted geometry, from the Open Molecules 2025 dataset.

Each line ends with the natural charge from an NBO analysis.
Geometry (Å):
O -0.5868 -2.9652 -0.3139  -0.379
N -0.4076 -2.1297 0.5565  0.524
O -0.2627 -2.3818 1.7451  -0.396
C -0.3689 -0.7073 0.1444  0.086
C -0.6024 -0.3817 -1.1735  -0.212
C -0.5007 0.9613 -1.5372  -0.210
C -0.2158 1.9423 -0.6133  -0.186
C -0.0737 1.5805 0.7329  -0.199
C -0.1362 0.2495 1.1135  -0.216
H -0.8885 -1.1252 -1.9024  0.249
H -0.7536 1.1025 -2.5821  0.219
H -0.1453 2.9744 -0.9262  0.237
H -0.0714 2.3424 1.5009  0.231
H -0.0615 -0.0498 2.1489  0.250
Cl -2.0528 -6.9667 0.1654  -0.063
C -0.5533 -6.3632 -0.5771  -0.392
C 0.4670 -5.9582 0.4374  -0.381
Cl 1.0931 -7.3436 1.3920  -0.070
H -0.8573 -5.5371 -1.2168  0.233
H -0.1764 -7.1435 -1.2374  0.220
H 0.0962 -5.2142 1.1348  0.228
H 1.3314 -5.5512 -0.0874  0.222
Cl -1.5195 5.3553 -0.3100  -0.040
C -0.7714 6.9217 -0.6039  -0.406
C 0.5829 7.1018 0.0479  -0.384
Cl 1.6891 5.7349 -0.2398  -0.062
H -1.4310 7.7383 -0.3025  0.229
H -0.7111 7.0704 -1.6847  0.219
H 0.4731 7.1271 1.1305  0.220
H 1.0451 8.0185 -0.3055  0.230
Cl -1.3785 -5.2627 5.7006  -0.079
C -0.8500 -3.8755 4.6652  -0.374
C -1.8776 -2.7759 4.6222  -0.407
Cl -2.3548 -2.1980 6.2229  -0.047
H -0.6963 -4.2696 3.6613  0.231
H 0.1392 -3.6478 5.0489  0.224
H -2.7838 -3.0213 4.0695  0.225
H -1.4835 -1.9532 4.0188  0.226
Cl 3.5251 4.1320 -4.8891  -0.041
C 2.1001 3.3459 -4.2101  -0.402
C 2.1762 1.8235 -4.2015  -0.370
Cl 2.3418 1.1230 -5.8499  -0.071
H 1.2698 3.6123 -4.8601  0.220
H 1.9742 3.6633 -3.1780  0.225
H 1.2363 1.4425 -3.8158  0.216
H 3.0319 1.4591 -3.6416  0.223

## Properties
maximum force: 0.0276 hartree/bohr
total charge: 0
relative energy (zero: lowest compared OMol25 entry of this formula, charge and spin): 6.5 kcal per mole
LUMO: -1.13 eV

The following is a quantum chemistry calculation of a gas-phase ion, C14H21ClF7INO7S2 (charge -1) at a distorted geometry, from the Open Molecules 2025 dataset.

Each line ends with the natural charge from an NBO analysis.
Geometry (Å):
C 3.0724 2.4571 1.2473  -0.646
C 3.1641 2.9698 -0.3397  -0.087
O 3.9825 1.9862 -1.1159  -0.561
C 3.5293 1.9619 -2.5314  -0.086
C 2.3111 0.8469 -2.7908  -0.106
O 2.1135 0.1493 -1.5118  -0.575
C 1.8652 -1.2882 -1.6825  -0.100
C 0.7620 -1.9148 -0.6022  -0.142
I 1.6372 -3.8078 0.0890  0.166
C -0.6543 -2.3400 -1.3837  -0.526
C -1.2331 -1.1667 -2.3697  0.058
C -2.8822 -1.2893 -2.6231  -0.267
N -3.4605 -0.0568 -3.2875  -0.665
C -4.2078 0.8311 -2.3114  -0.441
O -0.9655 0.2105 -1.9272  -0.706
S -0.9399 0.3114 -0.2215  2.093
O -2.3896 0.0757 0.2632  -0.882
O -0.5389 1.7758 0.1307  -0.908
C 0.3264 -0.8732 0.5824  -0.697
S -0.2973 -1.6648 2.1634  1.882
O 0.9921 -2.0157 3.0049  -0.883
O -1.2028 -2.9296 1.9274  -0.807
C -1.3076 -0.5227 3.2703  0.446
F -2.7629 -0.8763 3.0651  -0.277
F -1.1517 0.9198 2.9788  -0.318
C -1.0560 -0.7906 4.8985  0.591
F -2.3336 -0.3159 5.5524  -0.318
F -0.9766 -2.2476 5.2360  -0.298
C 0.1382 0.1213 5.5442  0.938
F -0.4994 1.3001 6.2169  -0.314
F 1.2402 0.4788 4.6253  -0.299
F 0.7568 -0.6875 6.6568  -0.333
H 2.1054 2.9346 1.7534  0.233
H 2.9477 1.2733 1.3119  0.219
H 4.0289 2.7678 1.8469  0.206
H 2.0561 2.8509 -0.7582  0.202
H 3.5628 4.0653 -0.4434  0.178
H 3.1598 3.0079 -2.9133  0.176
H 4.4419 1.6569 -3.2365  0.181
H 2.6853 0.1768 -3.6737  0.184
H 1.3401 1.4718 -3.0308  0.207
H 2.8854 -1.9014 -1.6070  0.205
H 1.5082 -1.4410 -2.8088  0.198
H -0.4431 -3.3155 -2.0379  0.244
H -1.5141 -2.6318 -0.6456  0.297
H -0.7582 -1.3660 -3.4466  0.185
H -3.0466 -2.1901 -3.3701  0.176
H -3.4704 -1.5391 -1.6259  0.274
H -2.7380 0.4739 -3.8256  0.355
H -4.7881 0.2330 -1.4771  0.251
H -5.0260 1.4953 -2.8640  0.174
H -3.4611 1.5986 -1.8023  0.190
H 1.2188 -0.1535 0.9154  0.333
Cl -3.7260 -1.0760 0.9851  -0.604

## Properties
maximum force: 0.1614 hartree/bohr
total charge: -1
LUMO: 1.86 eV

The following is a quantum chemistry calculation of a molecular structure, C14H21F5IIrOP2 at a distorted geometry, from the Open Molecules 2025 dataset.

Each line ends with the Löwdin spin population.
Geometry (Å):
C 0.1208 -0.1290 -3.3938  0.275
I -2.5104 -0.2653 -3.1784  0.932
H 0.9013 -0.3057 -2.7200  0.039
H 0.2346 0.7854 -3.9301  0.008
H 0.1246 -0.8831 -4.2021  0.012
Ir -0.7951 -0.0794 -1.4266  1.523
P 0.6555 1.6655 -0.7699  0.181
C -0.3760 3.0959 -1.2464  0.063
C 1.2982 1.9946 0.8969  0.034
H 1.2990 3.0804 1.0524  0.005
H 2.5068 2.8251 -1.7207  0.005
H 2.3255 1.6283 0.9689  0.001
H 2.8938 1.1091 -1.4179  0.000
H -1.4593 2.8416 -1.1394  0.008
H 0.7020 1.5264 1.6790  0.003
C 2.1327 1.7899 -1.7869  0.025
H -0.1277 3.9312 -0.5863  0.010
H 1.9205 1.5815 -2.8342  0.002
H -0.1751 3.3595 -2.2910  0.000
P 0.6067 -1.7651 -0.5289  0.182
C -0.3602 -3.2852 -0.8089  0.054
C 2.0397 -1.9821 -1.6323  0.026
H 2.3477 -1.4273 1.0753  0.001
H 1.3598 -2.8670 1.4201  0.005
H 0.7607 -1.2505 1.8489  0.007
C 1.3275 -1.8160 1.1143  0.042
H 2.8036 -1.2600 -1.3907  0.000
H 2.3908 -3.0003 -1.5106  0.005
H -0.0285 -4.0078 -0.0574  0.008
H -0.1668 -3.6601 -1.8153  0.000
H 1.7271 -1.8788 -2.6777  0.002
H -1.4425 -3.0888 -0.6929  0.005
C -2.3778 -0.2287 0.0708  0.267
O -3.4770 -0.3682 0.4089  0.308
F -1.7504 -2.2297 1.5646  0.037
C -1.5636 -1.0213 2.1976  0.137
C -1.4254 0.1126 1.3174  0.377
C -1.5920 1.3325 2.0099  -0.009
F -1.7348 2.4631 1.2740  -0.014
C -1.7788 1.4572 3.3663  0.146
F -1.8528 2.6859 4.0189  0.057
C -1.8588 0.2630 4.1439  0.156
F -2.0209 0.3643 5.4921  0.069
C -1.7649 -0.9665 3.5216  0.007
F -1.8398 -2.1270 4.3166  -0.002

## Properties
<S²>: 8.7900
maximum force: 0.0979 hartree/bohr
spin multiplicity: 6
total charge: +3
LUMO (spin up / spin down): -11.48 / -14.86 eV

Q: Which of these has the lowest maximum force?
A: C14H21Cl8NO2

Q: Which value of total charge does entry 2 give?
A: 0

Q: Among the records above, which one has the highest maximum force?
A: C14H21ClF7INO7S2